Here is C13H8AuCl2NS2 as an isolated structure from OMol25. Energies are from the ωB97M-V functional and the def2-TZVPD basis.

XYZ file:
```
27
C13H8AuCl2NS2 the ωB97M-V functional and the def2-TZVPD basis
Au 0.933 -0.638 -0.691
Cl -3.314 -2.361 2.010
Cl -0.391 -2.425 -2.610
S 4.691 1.926 -0.205
S -0.536 -1.814 0.665
N 2.361 0.949 -0.652
C 0.977 2.266 0.943
C 0.990 3.247 1.908
C -1.879 -2.403 -0.308
C -4.208 -3.171 -0.373
C 3.369 2.558 0.712
C -4.117 -3.433 -1.729
C -3.113 -2.667 0.305
C -1.846 -2.684 -1.677
C 3.608 0.873 -1.004
C -2.925 -3.185 -2.386
C 3.383 3.553 1.692
C 2.184 3.885 2.282
C 2.189 1.919 0.345
H -5.124 -3.351 0.171
H 4.303 4.043 1.979
H 2.164 4.647 3.049
H -2.817 -3.380 -3.443
H 0.065 3.528 2.391
H 0.066 1.753 0.665
H 3.954 0.197 -1.771
H -4.965 -3.831 -2.269
```

Energy relative to the best compared isomer or geometry (same formula, charge and spin) ... 0.0000 eV
Strongest force on any atom ... 0.84 eV Å⁻¹
Frontier orbital gap ... 7.31 eV
Molecular weight ... 510.22 g/mol
E ... -65509.3915 eV